No. 1
ORCA calculation (ωB97M-V/def2-TZVPD) on the molecule C16H18N2O6.

HOMO level = -10.11 eV
charge = 0
E_LUMO = -0.993 eV
SMILES string = O=C1C=CC(=O)N1C[C@H]1CC[C@H](C(=O)ON2C(=O)CCC2=O)CC1
HOMO-LUMO gap = 0.33509 hartree
ΔE to the lowest compared entry with this formula, charge and spin = 310.9 kJ/mol

The geometry in XYZ format:
```
42
C16H18N2O6 | OMol25 | ωB97M-V/def2-TZVPD
O -1.644 3.491 3.291
C -0.570 3.024 3.695
C 0.615 3.800 4.014
C 1.589 2.913 4.387
C 1.013 1.603 4.240
O 1.586 0.564 4.509
N -0.311 1.663 3.818
C -1.267 0.628 3.755
C -1.324 -0.094 2.374
C -0.031 -0.895 2.104
C -0.132 -1.650 0.760
C -0.395 -0.664 -0.381
C -0.432 -1.366 -1.777
O -0.366 -2.615 -1.796
O -0.383 -0.551 -2.900
N 0.378 -1.071 -4.023
C -0.106 -1.465 -5.244
O -1.261 -1.620 -5.527
C 1.023 -1.580 -6.227
C 2.302 -1.613 -5.369
C 1.752 -1.091 -4.052
O 2.457 -0.645 -3.121
C -1.727 0.110 -0.132
C -1.625 0.884 1.227
H 0.637 4.886 4.028
H 2.571 3.146 4.741
H -2.265 0.982 3.978
H -1.083 -0.124 4.538
H -2.154 -0.774 2.465
H 0.817 -0.204 2.041
H 0.173 -1.589 2.937
H -0.952 -2.403 0.843
H 0.834 -2.150 0.508
H 0.432 0.028 -0.395
H 1.000 -0.723 -6.864
H 0.912 -2.476 -6.881
H 2.672 -2.634 -5.272
H 3.093 -0.988 -5.738
H -2.580 -0.608 -0.205
H -1.885 0.869 -0.924
H -2.560 1.422 1.412
H -0.802 1.579 1.162
```

=====

No. 2
ORCA calculation (ωB97M-V/def2-TZVPD) on a structure of composition C16H18N3O2PtSe2.

HOMO level = -10.59 eV
charge = +1
E_LUMO = -3.270 eV
HOMO-LUMO gap = 0.26891 hartree
ΔE to the lowest compared entry with this formula, charge and spin = 46.3 kJ/mol

The geometry in XYZ format:
```
42
C16H18N3O2PtSe2 | OMol25 | ωB97M-V/def2-TZVPD
Pt -0.524 0.001 -0.120
O -4.424 -0.811 -0.987
C -3.267 -0.491 -0.929
N -2.329 -0.845 0.016
C -2.525 -1.754 1.035
O -3.484 -2.444 1.252
C -1.296 -1.812 1.930
C -1.251 -2.663 3.016
C -0.120 -2.678 3.814
C 0.931 -1.828 3.503
C 0.823 -1.003 2.402
N -0.264 -0.999 1.622
C -2.646 0.416 -1.976
C -3.413 0.911 -3.010
C -2.812 1.691 -3.982
C -1.446 1.922 -3.901
C -0.740 1.399 -2.838
N -1.324 0.674 -1.876
H -2.115 -3.287 3.201
H -0.057 -3.341 4.667
H 1.828 -1.795 4.106
H 1.608 -0.317 2.124
H -4.465 0.661 -3.021
H -3.392 2.102 -4.797
H -0.926 2.501 -4.650
H 0.330 1.534 -2.758
C 1.517 2.425 2.022
Se 0.633 2.330 0.293
C 2.268 2.179 -0.769
C 2.937 0.820 -0.763
Se 1.781 -0.645 -1.366
C 2.667 -2.057 -0.371
H 1.979 3.403 2.124
H 2.268 1.646 2.115
H 0.755 2.299 2.788
H 2.954 2.927 -0.372
H 2.006 2.501 -1.776
H 3.277 0.549 0.237
H 3.806 0.847 -1.418
H 3.646 -2.246 -0.801
H 2.048 -2.947 -0.461
H 2.757 -1.775 0.674
```

=====

No. 3
ORCA calculation (ωB97M-V/def2-TZVPD) on the ion C16H18N3O3 with charge +1.

HOMO level = -11.83 eV
charge = +1
E_LUMO = -3.969 eV
SMILES string = Cc1ccc[n+]([C@@H](C)C(=O)Nc2ccc(C)c([N+](=O)[O-])c2)c1
HOMO-LUMO gap = 0.28898 hartree

The geometry in XYZ format:
```
40
C16H18N3O3 | OMol25 | ωB97M-V/def2-TZVPD
C 4.743 1.975 2.114
C 4.305 0.706 1.474
C 5.140 -0.417 1.441
C 4.705 -1.574 0.824
C 3.447 -1.612 0.248
N 2.647 -0.543 0.297
C 1.288 -0.638 -0.219
C 1.282 -0.986 -1.710
C 0.558 -1.742 0.587
O 1.205 -2.597 1.155
N -0.789 -1.754 0.633
C -1.845 -0.915 0.246
C -3.110 -1.230 0.759
C -4.214 -0.469 0.450
C -4.141 0.654 -0.380
C -5.365 1.444 -0.670
C -2.874 0.955 -0.886
N -2.620 2.096 -1.740
O -3.555 2.666 -2.244
O -1.454 2.410 -1.892
C -1.752 0.182 -0.591
C 3.055 0.587 0.893
H 5.007 1.798 3.155
H 3.969 2.735 2.071
H 5.635 2.354 1.617
H 6.119 -0.370 1.894
H 5.330 -2.451 0.782
H 3.086 -2.502 -0.240
H 0.806 0.326 -0.046
H 1.803 -1.920 -1.903
H 1.759 -0.193 -2.282
H 0.263 -1.100 -2.067
H -1.116 -2.548 1.179
H -3.223 -2.086 1.408
H -5.171 -0.744 0.864
H -5.635 1.352 -1.721
H -6.195 1.097 -0.060
H -5.204 2.505 -0.489
H -0.841 0.495 -1.068
H 2.366 1.420 0.900
```

=====

No. 4
ORCA calculation (ωB97M-V/def2-TZVPD) on the molecule C16H18N4O2S2.

HOMO level = -8.70 eV
charge = 0
E_LUMO = -0.178 eV
SMILES string = NC(=O)Nc1snc(S[C@H]2CCCCc3ccccc32)c1C(N)=O
HOMO-LUMO gap = 0.31330 hartree
ΔE to the lowest compared entry with this formula, charge and spin = 233.6 kJ/mol

The geometry in XYZ format:
```
42
C16H18N4O2S2 | OMol25 | ωB97M-V/def2-TZVPD
N -3.534 -5.662 1.388
C -3.307 -5.623 0.034
O -4.104 -6.295 -0.570
N -2.829 -4.579 -0.707
C -1.827 -3.618 -0.227
S -0.776 -4.061 1.090
N -0.011 -2.452 1.090
C -0.791 -1.638 0.271
S -0.408 -0.024 -0.139
C 1.090 0.335 0.802
C 2.265 0.495 -0.235
C 3.600 -0.042 0.211
C 4.031 0.795 1.431
C 3.202 0.880 2.776
C 2.117 1.878 2.618
C 2.132 3.107 3.335
C 1.246 4.161 3.116
C 0.220 3.849 2.226
C 0.168 2.579 1.489
C 1.094 1.586 1.689
C -1.946 -2.250 -0.481
C -2.866 -1.547 -1.293
N -2.346 -0.800 -2.343
O -4.044 -1.884 -1.323
H -4.359 -6.171 1.625
H -3.501 -4.801 1.888
H -3.482 -4.259 -1.469
H 1.368 -0.549 1.324
H 1.962 -0.032 -1.174
H 2.290 1.547 -0.392
H 3.521 -1.082 0.536
H 4.313 0.058 -0.586
H 4.168 1.825 1.080
H 4.939 0.441 1.789
H 3.814 1.304 3.568
H 2.881 -0.130 3.136
H 2.886 3.400 4.088
H 1.299 5.102 3.606
H -0.501 4.579 2.018
H -0.638 2.444 0.757
H -1.409 -1.088 -2.653
H -2.871 -0.727 -3.126
```

=====

No. 5
ORCA calculation (ωB97M-V/def2-TZVPD) on a cluster of 2 separate species, C16H18O in total.

HOMO level = -6.35 eV
charge = 0
E_LUMO = -1.861 eV
HOMO-LUMO gap = 0.16490 hartree

The geometry in XYZ format:
```
35
C16H18O | OMol25 | ωB97M-V/def2-TZVPD
C 0.513 1.542 -1.292
C -0.763 0.973 -0.766
C -1.084 1.263 0.651
C -1.865 0.837 -1.718
C -3.104 0.245 -1.298
C -4.223 0.199 -2.133
C -4.202 0.790 -3.399
C -3.014 1.371 -3.848
C -1.880 1.401 -3.041
H 0.718 1.147 -2.296
H 0.436 2.638 -1.364
H 1.360 1.290 -0.651
H -1.904 0.655 1.021
H -0.213 1.071 1.285
H -1.367 2.302 0.764
H -3.151 -0.191 -0.301
H -5.129 -0.290 -1.765
H -5.092 0.774 -4.024
H -2.994 1.826 -4.841
H -0.985 1.905 -3.430
C 4.066 -0.144 3.116
C 3.031 -1.020 2.458
C 2.934 -2.356 2.869
C 1.991 -3.194 2.259
C 1.141 -2.740 1.267
C 1.124 -1.331 0.872
O 0.231 -0.824 0.111
C 2.188 -0.543 1.459
H 3.929 0.895 2.805
H 3.998 -0.178 4.213
H 5.088 -0.440 2.845
H 3.593 -2.735 3.648
H 1.930 -4.226 2.587
H 0.415 -3.401 0.797
H 2.285 0.489 1.140
```

=====

No. 6
ORCA calculation (ωB97M-V/def2-TZVPD) on a structure of composition C16H19B2F4N4O7STl.

HOMO level = -2.19 eV
charge = -2
E_LUMO = 4.482 eV
HOMO-LUMO gap = 0.24536 hartree
ΔE to the lowest compared entry with this formula, charge and spin = 61.3 kJ/mol

The geometry in XYZ format:
```
54
C16H19B2F4N4O7STl | OMol25 | ωB97M-V/def2-TZVPD
Tl -1.140 1.245 0.053
C 1.414 -3.049 0.132
C 0.926 -1.632 -0.006
N 0.022 -1.131 0.740
O -0.426 -1.940 1.741
B -1.086 -1.184 2.845
F -1.474 -2.145 3.784
F -2.189 -0.466 2.370
O -0.139 -0.280 3.566
N 0.347 0.687 2.740
C 1.340 1.351 3.188
C 1.906 1.157 4.570
C 2.036 2.271 2.239
N 1.585 2.332 1.047
O 2.337 3.046 0.164
B 1.909 2.783 -1.244
F 0.578 3.184 -1.430
F 2.777 3.523 -2.049
O 2.090 1.359 -1.648
N 1.306 0.508 -0.928
C 1.632 -0.722 -0.953
C 2.763 -1.263 -1.782
C 3.281 2.991 2.684
H 0.790 -3.576 0.845
H 2.450 -3.075 0.481
H 1.381 -3.559 -0.834
H 1.248 0.507 5.139
H 2.012 2.116 5.083
H 2.899 0.699 4.530
H 3.209 -0.454 -2.352
H 2.397 -2.030 -2.468
H 3.528 -1.725 -1.153
H 3.923 2.349 3.289
H 3.026 3.865 3.291
H 3.827 3.330 1.807
O -5.342 1.688 -3.797
C -5.037 0.723 -3.129
O -3.770 0.486 -2.757
C -5.922 -0.328 -2.618
C -7.299 -0.423 -2.779
C -7.957 -1.498 -2.215
C -7.229 -2.458 -1.496
C -5.861 -2.361 -1.340
C -5.191 -1.274 -1.915
S -3.449 -0.948 -1.865
H -7.825 0.343 -3.337
H -9.030 -1.602 -2.317
H -7.757 -3.293 -1.048
H -5.313 -3.105 -0.773
C -0.874 0.197 -3.173
O -1.445 -0.239 -1.980
H -1.571 0.786 -3.787
H -0.531 -0.650 -3.797
H 0.003 0.834 -2.993
```

=====

No. 7
ORCA calculation (ωB97M-V/def2-TZVPD) on a structure of composition C16H19BrN5O2PdSSe4Te.

HOMO level (spin up / spin down) = -10.19 / -10.72 eV
charge = +1
E_LUMO (spin up / spin down) = -3.987 / -5.729 eV
<S²> = 6.02
multiplicity = 5
HOMO-LUMO gap (spin up / spin down) = 0.22809 / 0.18351 hartree
ΔE to the lowest compared entry with this formula, charge and spin = 0.0 kJ/mol

The geometry in XYZ format:
```
50
C16H19BrN5O2PdSSe4Te | OMol25 | ωB97M-V/def2-TZVPD
Pd -0.949 -0.433 0.769
Se -2.066 -1.218 2.788
Se -2.347 0.768 3.850
Te -1.710 2.251 1.734
Se 0.468 2.589 2.702
C 3.204 -3.802 4.318
C 3.136 -2.450 3.594
C 2.259 -2.504 2.371
N 1.578 -1.413 2.120
N 0.773 -1.524 1.011
C 0.871 -2.709 0.421
N 0.182 -3.071 -0.669
S 1.858 -3.896 1.327
H 3.726 -3.641 5.310
H 3.604 -4.578 3.665
H 2.150 -4.170 4.500
H 4.070 -2.134 3.206
H 2.785 -1.620 4.181
H -0.320 -2.375 -1.263
H 0.284 -4.061 -0.907
Br -5.387 -1.477 -5.903
C -4.995 -0.675 -4.289
C -5.920 0.318 -3.879
C -5.682 1.017 -2.713
C -4.555 0.774 -1.931
C -3.595 -0.160 -2.364
C -3.802 -0.876 -3.565
C -2.447 -0.431 -1.478
O -2.568 0.116 -0.311
O -1.389 -1.101 -1.787
H -6.801 0.486 -4.409
H -6.417 1.707 -2.348
H -4.338 1.372 -0.984
H -2.954 -1.380 -3.983
C 3.269 0.140 -0.219
N 2.919 1.588 -0.192
C 3.794 2.634 0.238
C 3.157 3.800 0.095
N 1.850 3.516 -0.390
C 0.806 4.464 -0.804
C 1.691 2.148 -0.397
Se 0.191 1.254 -0.947
H 4.392 0.019 -0.244
H 2.784 -0.194 -1.128
H 2.740 -0.283 0.628
H 4.769 2.388 0.600
H 3.447 4.787 0.438
H 1.127 5.528 -0.970
H 0.019 4.471 -0.085
H 0.340 4.045 -1.709
```

=====

No. 8
ORCA calculation (ωB97M-V/def2-TZVPD) on a cluster of 2 separate species, C16H19ClN3O3 in total.

HOMO level = -1.63 eV
charge = -1
E_LUMO = 1.435 eV
HOMO-LUMO gap = 0.11276 hartree

The geometry in XYZ format:
```
42
C16H19ClN3O3 | OMol25 | ωB97M-V/def2-TZVPD
O 4.488 0.679 2.945
C 4.320 0.749 1.481
C 4.932 2.059 0.659
C 4.734 2.197 -0.994
C 3.976 1.050 -1.921
C 3.366 -0.254 -1.086
C 3.541 -0.375 0.560
C 2.866 -1.680 1.339
N 1.522 -1.155 1.890
C 0.548 -0.861 0.771
C 0.329 0.730 0.439
C -0.307 1.556 1.736
N -0.964 2.797 1.173
Cl 0.240 3.914 0.559
H 4.107 -0.165 3.329
H 5.502 2.895 1.258
H 5.164 3.148 -1.551
H 3.828 1.111 -3.081
H 2.787 -1.124 -1.615
H 2.732 -2.618 0.652
H 3.490 -2.012 2.279
H 1.134 -1.869 2.575
H 0.932 -1.381 -0.209
H -0.513 -1.321 1.049
H 1.344 1.303 0.184
H -0.339 0.861 -0.542
H 0.629 1.897 2.374
H -1.026 0.830 2.307
C -5.665 0.319 -2.214
C -5.695 -1.029 -2.575
C -4.859 -1.944 -1.933
C -3.997 -1.497 -0.922
C -3.960 -0.144 -0.562
C -4.799 0.763 -1.214
N -3.134 -2.459 -0.225
O -3.182 -3.645 -0.585
O -2.411 -2.031 0.686
H -6.323 1.028 -2.714
H -6.372 -1.367 -3.357
H -4.894 -2.991 -2.226
H -3.292 0.217 0.217
H -4.779 1.815 -0.940
```

=====

No. 9
ORCA calculation (ωB97M-V/def2-TZVPD) on the molecule C16H19ClN4O3S.

HOMO level = -8.22 eV
charge = 0
E_LUMO = 0.368 eV
SMILES string = CCS(=O)(=O)N1CCN(c2cnn(-c3ccccc3)c(=O)c2Cl)CC1
HOMO-LUMO gap = 0.31549 hartree
ΔE to the lowest compared entry with this formula, charge and spin = 280.6 kJ/mol

The geometry in XYZ format:
```
44
C16H19ClN4O3S | OMol25 | ωB97M-V/def2-TZVPD
C -4.205 -1.855 -1.959
C -3.036 -2.373 -1.155
S -1.990 -0.991 -0.612
O -0.931 -1.545 0.183
O -1.647 -0.191 -1.749
N -3.067 -0.142 0.381
C -2.731 -0.101 1.790
C -2.040 1.239 2.129
N -1.348 1.754 0.972
C -0.052 1.405 0.696
C 0.622 0.381 1.445
N 1.822 -0.009 1.215
N 2.540 0.533 0.246
C 3.800 -0.082 0.034
C 4.924 0.651 -0.325
C 6.129 -0.003 -0.513
C 6.224 -1.372 -0.335
C 5.102 -2.097 0.036
C 3.892 -1.458 0.219
C 2.094 1.596 -0.546
O 2.794 2.097 -1.405
C 0.748 2.029 -0.235
Cl 0.284 3.425 -1.141
C -2.275 2.152 -0.070
C -3.454 1.156 -0.132
H -4.774 -2.677 -2.388
H -3.835 -1.227 -2.766
H -4.865 -1.266 -1.327
H -2.384 -3.015 -1.743
H -3.337 -2.886 -0.247
H -2.068 -0.946 1.976
H -3.647 -0.225 2.378
H -2.794 1.986 2.400
H -1.358 1.132 2.972
H 0.140 -0.144 2.251
H 4.855 1.716 -0.466
H 7.001 0.566 -0.797
H 7.168 -1.874 -0.484
H 5.170 -3.166 0.177
H 3.007 -2.005 0.503
H -2.642 3.166 0.127
H -1.764 2.135 -1.029
H -3.767 1.028 -1.166
H -4.307 1.501 0.459
```

=====

No. 10
ORCA calculation (ωB97M-V/def2-TZVPD) on a structure of composition C16H19ClRu.

HOMO level (spin up / spin down) = -6.78 / -7.89 eV
charge = 0
E_LUMO (spin up / spin down) = -0.028 / -1.782 eV
<S²> = 6.03
multiplicity = 5
HOMO-LUMO gap (spin up / spin down) = 0.24806 / 0.22456 hartree
ΔE to the lowest compared entry with this formula, charge and spin = 0.0 kJ/mol

The geometry in XYZ format:
```
37
C16H19ClRu | OMol25 | ωB97M-V/def2-TZVPD
C 1.950 -1.529 -0.168
C 2.009 -1.765 -1.588
C 0.697 -2.226 -2.002
H 2.887 -1.885 -2.199
C -0.144 -2.229 -0.865
C 0.633 -1.898 0.272
H 0.357 -1.962 1.321
H 2.782 -1.175 0.425
H 0.454 -2.629 -2.979
H -1.201 -2.423 -0.864
Ru 0.796 0.168 -1.491
Cl 1.949 1.706 -0.015
C 1.093 1.856 -2.722
C -0.175 1.200 -2.979
C 0.140 -0.024 -3.668
H -1.143 1.571 -2.706
C 1.547 -0.095 -3.881
C 2.145 1.009 -3.225
H 3.208 1.229 -3.191
H 1.200 2.808 -2.243
H -0.584 -0.745 -4.022
H 2.091 -0.871 -4.433
C -1.061 1.992 3.223
C -1.398 0.629 2.622
C -0.878 -0.386 3.656
C -2.912 0.439 2.600
C -0.858 0.470 1.212
C -0.456 0.488 0.039
H -1.583 2.107 4.175
H -1.368 2.810 2.576
H 0.007 2.063 3.435
H -1.409 -0.205 4.604
H -1.089 -1.422 3.371
H 0.188 -0.243 3.867
H -3.402 1.144 1.928
H -3.173 -0.582 2.306
H -3.300 0.604 3.607
```

=====

No. 11
ORCA calculation (ωB97M-V/def2-TZVPD) on a structure of composition C16H19CoN2O6PS.

HOMO level (spin up / spin down) = -7.52 / -7.54 eV
charge = 0
E_LUMO (spin up / spin down) = -0.812 / -0.951 eV
<S²> = 3.77
multiplicity = 4
HOMO-LUMO gap (spin up / spin down) = 0.24635 / 0.24219 hartree

The geometry in XYZ format:
```
46
C16H19CoN2O6PS | OMol25 | ωB97M-V/def2-TZVPD
Co 0.082 -1.289 -0.233
O 3.816 -2.290 -0.340
C 2.706 -2.213 0.159
O 1.619 -2.296 -0.517
C 2.601 -2.051 1.675
C 3.820 -1.939 2.339
C 3.899 -1.879 3.716
C 2.737 -1.930 4.475
C 1.518 -1.994 3.842
C 1.426 -2.046 2.446
S -0.210 -2.120 1.832
H 4.711 -1.904 1.726
H 4.863 -1.800 4.195
H 2.784 -1.909 5.555
H 0.599 -2.015 4.410
C -3.390 1.214 -1.755
O -2.207 0.727 -1.125
P -1.872 -0.836 -1.147
O -2.006 -1.135 -2.745
C -1.062 -1.969 -3.398
O -3.299 -1.404 -0.633
C -3.428 -2.661 0.020
H -3.407 2.289 -1.584
H -4.265 0.748 -1.307
H -3.362 0.990 -2.821
H -1.381 -2.041 -4.436
H -1.046 -2.966 -2.959
H -0.056 -1.548 -3.349
H -4.497 -2.830 0.157
H -2.926 -2.646 0.990
H -3.014 -3.472 -0.581
N -0.374 5.448 -1.516
C -0.059 4.852 -0.341
O -0.090 5.457 0.709
C 0.299 3.402 -0.406
C 0.374 2.719 0.805
C 0.618 1.363 0.807
N 0.780 0.657 -0.316
C 0.783 1.322 -1.473
C 0.552 2.680 -1.573
H -0.712 6.397 -1.476
H -0.457 4.949 -2.381
H 0.255 3.272 1.722
H 0.700 0.815 1.735
H 1.004 0.738 -2.356
H 0.576 3.145 -2.547
```

=====

F_max in eV/Å, matching the order above: 5.7 0.4 1.4 6.4 2.7 0.2 2.7 5.4 1.2 4.0 2.6